Density functional theory data (the ωB97M-V functional and the def2-TZVPD basis) for a cluster of 11 separate species, C33H77N11O11 in total in a non-equilibrium geometry.

Geometry as XYZ:
```
132
Properties=species:S:1:pos:R:3:forces:R:3:mulliken_charge:R:1
C 0.348340 2.163760 -5.673655 1.07 -1.01 0.54 -0.594
C 1.764320 1.544197 -5.596326 -0.17 1.14 -1.18 0.775
O 2.705544 2.093019 -6.157917 0.11 -0.12 0.41 -0.713
N 1.847635 0.346683 -4.997176 -0.13 0.18 0.27 0.220
C 3.108546 -0.363657 -4.821764 -0.98 0.10 0.39 -1.083
H 0.117808 2.271381 -6.729800 -0.25 -0.08 0.02 0.237
H 0.322335 3.142923 -5.204082 0.12 0.01 0.05 0.311
H -0.287242 1.454909 -5.146973 -0.68 0.33 -0.28 0.028
H 0.969015 -0.037748 -4.684760 0.22 -0.37 0.07 -0.174
H 3.541471 -0.113112 -3.852352 0.25 0.09 -0.08 0.288
H 3.772937 -0.081659 -5.631468 0.11 -0.18 0.00 0.419
H 2.858686 -1.423415 -4.787376 0.33 -0.11 -0.26 0.284
C 0.818297 0.436397 0.842386 -0.70 -0.17 -1.69 1.196
C 1.391865 -0.941505 0.563496 0.31 -0.16 0.34 0.051
O 1.977603 -1.525782 1.467342 0.30 -0.24 0.44 -0.751
N 1.367448 -1.454268 -0.683370 -1.33 1.04 0.33 0.555
C 0.352340 -1.196780 -1.718744 1.70 0.07 -1.03 -0.763
H 0.455085 0.848793 -0.103639 0.16 0.23 0.05 0.598
H 1.611293 1.083162 1.207071 -0.10 -0.12 0.25 -0.695
H -0.074324 0.421158 1.463238 0.33 -0.23 0.53 -0.648
H 1.971131 -2.234698 -0.900175 -0.14 -0.21 0.19 -0.114
H -0.056556 -2.158887 -2.013656 -0.25 0.14 -0.11 0.072
H 0.955155 -0.780476 -2.534504 -0.47 -0.23 -0.43 0.458
H -0.454010 -0.489372 -1.565765 0.06 -0.17 0.90 0.079
C 3.851240 -5.579278 -2.419061 0.18 0.55 -0.94 -1.112
C 2.710764 -4.803614 -1.793898 0.84 0.04 0.11 0.657
O 2.363061 -3.714191 -2.241613 -0.17 -0.27 0.20 -0.685
N 2.204411 -5.351702 -0.673443 -0.21 0.31 0.06 -0.144
C 1.104658 -4.770917 0.074741 -0.42 0.71 -0.36 -0.559
H 4.080323 -6.539661 -1.967133 -0.11 -0.05 -0.06 0.358
H 4.753562 -4.962860 -2.454631 -0.06 0.08 0.64 0.271
H 3.674002 -5.648287 -3.496641 -0.38 -0.50 0.14 0.276
H 2.448923 -6.298312 -0.453302 0.20 -0.01 0.00 0.259
H 1.325208 -3.865030 0.648302 0.77 -0.40 0.30 0.033
H 0.724934 -5.556420 0.720426 -0.37 0.21 0.01 0.402
H 0.362686 -4.349333 -0.613809 -0.26 -0.71 -0.06 0.150
C 4.743487 -0.652020 2.171297 1.12 0.44 0.21 -0.933
C 5.748061 0.386066 2.668771 -1.54 0.54 -0.26 0.655
O 6.320418 1.162249 1.919134 0.43 -0.26 -0.03 -0.660
N 5.841043 0.488940 4.020216 0.88 0.42 -0.14 -0.095
C 6.925181 1.237448 4.642825 0.37 -0.44 0.41 -0.932
H 4.351156 -0.350802 1.206883 -0.09 0.05 0.04 0.158
H 3.945724 -0.805583 2.892178 -0.07 -0.24 -0.12 0.244
H 5.333605 -1.558906 2.024390 -0.33 -0.23 0.05 0.408
H 5.210652 -0.018854 4.611143 0.10 -0.27 -0.04 0.185
H 7.569009 0.549802 5.198147 -0.27 0.01 0.38 0.354
H 6.555151 2.022846 5.296980 0.00 0.05 0.04 0.305
H 7.629407 1.659647 3.931462 -0.57 0.15 -0.48 0.314
C -4.515987 -0.391319 -0.154025 -0.68 1.04 0.77 0.032
C -3.369573 -1.335045 0.008205 0.48 0.42 -0.65 0.365
O -2.596739 -1.485823 -0.937155 0.16 -0.55 0.06 -0.641
N -3.176600 -1.910630 1.204796 0.36 0.20 1.04 0.213
C -2.098871 -2.830652 1.527287 -0.35 -0.41 -0.57 -0.852
H -5.037451 -0.127798 0.771491 -0.04 -0.53 -0.04 -0.189
H -5.242442 -0.650424 -0.921953 0.16 -0.41 -0.02 0.295
H -4.130656 0.586942 -0.452769 0.25 -0.17 -0.26 -0.119
H -3.673397 -1.610124 2.035493 -0.47 0.00 -0.36 0.057
H -2.181894 -3.643040 0.800680 0.43 -0.14 0.18 0.302
H -2.281403 -3.215108 2.528885 -0.13 -0.05 -0.04 0.362
H -1.079375 -2.435317 1.524384 -0.12 0.33 -0.28 0.157
C -5.282239 4.382456 0.908055 -0.78 1.44 0.11 -1.254
C -4.589678 3.098900 1.219656 -0.53 -0.62 0.30 0.447
O -5.237663 2.111456 1.553330 0.69 0.48 -0.25 -0.588
N -3.243152 3.104609 1.093018 -0.06 0.71 -0.34 -0.049
C -2.367102 2.025670 1.476301 -0.12 -0.14 0.75 -0.370
H -6.085397 4.644736 1.602645 0.19 -0.68 0.42 0.325
H -5.850484 4.343682 -0.023009 0.53 -0.16 -0.29 0.264
H -4.655093 5.277067 0.955984 0.25 -0.24 -0.47 0.397
H -2.847807 4.011903 0.914708 0.20 -0.10 -0.04 0.315
H -2.778468 1.073961 1.146181 0.11 0.02 0.02 -0.040
H -2.264187 2.008962 2.567160 -0.05 -0.13 -0.13 0.050
H -1.359956 2.157334 1.093005 -0.15 0.18 -0.38 0.507
C 0.349407 0.822665 7.232619 -0.39 -0.41 0.57 -1.274
C 0.567004 1.639027 5.985954 0.39 0.46 0.49 0.641
O 0.006345 2.713565 5.875207 -0.27 0.11 -0.55 -0.629
N 1.450123 1.168692 5.070020 -0.26 -0.51 0.58 -0.023
C 1.801284 1.894188 3.869689 0.28 -0.24 0.51 -0.177
H 0.546485 -0.247830 7.159514 0.14 0.06 -0.19 0.378
H -0.687541 0.951501 7.543200 -0.07 -0.05 -0.25 0.332
H 0.903859 1.218165 8.085651 0.32 0.11 -0.26 0.351
H 2.032882 0.411212 5.378058 -0.06 -0.16 -0.21 0.214
H 2.275260 2.837115 4.152368 -0.24 0.15 -0.37 0.403
H 0.904688 2.019311 3.263314 0.20 0.33 -0.03 -0.121
H 2.519178 1.268089 3.339545 -0.08 0.14 -0.17 -0.052
C -6.488335 -1.673323 -5.135565 0.88 -1.00 0.58 -1.103
C -5.719264 -0.898638 -4.090169 0.35 1.80 0.27 0.698
O -6.254906 -0.511812 -3.063841 -0.15 -0.38 0.03 -0.647
N -4.462170 -0.469916 -4.430026 -0.07 -1.41 -0.38 -0.050
C -3.600913 0.406968 -3.672588 -0.72 1.46 0.18 -0.562
H -5.822195 -2.181444 -5.836071 -0.06 0.26 -0.24 0.327
H -7.200093 -1.035405 -5.646858 -0.08 0.00 0.05 0.257
H -6.965827 -2.475418 -4.572200 -0.47 0.16 -0.20 0.314
H -4.066140 -0.932088 -5.232073 0.14 0.18 0.01 0.135
H -2.613070 0.054713 -3.391003 -0.10 -0.51 -0.32 0.074
H -4.096757 0.745810 -2.764863 -0.20 -0.52 0.07 0.163
H -3.540223 1.338986 -4.245304 0.55 -0.06 -0.09 0.334
C -1.303854 -1.353624 -7.545344 -0.01 -0.65 -0.46 -1.113
C -0.791663 -1.859855 -6.219370 0.63 0.15 0.48 0.703
O -0.695056 -1.122256 -5.242747 -0.43 -0.19 -0.21 -0.525
N -0.452441 -3.174106 -6.139703 -0.31 0.45 0.37 -0.156
C -0.028452 -3.818062 -4.901446 1.03 -1.12 -0.99 -0.812
H -1.463009 -2.167599 -8.257449 -0.23 -0.07 0.18 0.390
H -0.622247 -0.686803 -8.071361 0.08 0.32 0.51 0.304
H -2.252106 -0.859967 -7.343558 0.05 0.17 -0.18 0.233
H -0.239754 -3.677102 -6.982780 -0.32 0.09 -0.12 0.262
H 0.687296 -4.558485 -5.275926 0.21 -0.03 0.43 0.363
H -0.787568 -4.438085 -4.426337 -0.40 0.56 0.14 0.324
H 0.518710 -3.195074 -4.202335 -0.32 0.33 -0.02 0.072
C 3.486897 3.819684 1.620463 -0.55 0.06 1.00 -0.641
C 4.328181 4.633278 2.583378 0.32 1.93 -0.46 0.632
O 3.876312 5.626881 3.145118 -0.10 -0.59 0.08 -0.667
N 5.665435 4.388069 2.586561 -0.55 -1.29 0.01 -0.123
C 6.605820 5.176159 3.350561 0.73 -0.09 -1.23 -1.065
H 2.449953 4.017890 1.893018 0.00 -0.12 0.08 0.192
H 3.681321 2.754423 1.744659 0.15 -0.03 -0.58 -0.101
H 3.592982 4.217241 0.614066 0.42 -0.36 -0.11 0.517
H 5.903233 3.441153 2.322576 0.42 0.04 -0.11 0.254
H 7.589728 4.709047 3.253665 -0.22 -0.52 0.62 0.412
H 6.283691 5.330134 4.374499 0.14 0.27 0.03 0.293
H 6.835429 6.081932 2.781153 -0.67 0.50 0.58 0.321
C -6.014986 0.280425 3.593930 -1.35 0.24 0.72 -1.409
C -4.685039 -0.306425 3.887088 1.08 -0.80 -0.26 0.981
O -4.403167 -1.502010 3.788963 -0.39 0.17 -0.20 -0.752
N -3.731478 0.542500 4.345468 0.12 0.77 -0.18 -0.067
C -2.326516 0.223391 4.429719 1.06 0.87 0.02 -1.078
H -6.207258 0.974142 4.419730 -0.28 0.04 -0.11 0.439
H -6.794711 -0.478932 3.603743 0.22 -0.25 0.25 0.385
H -6.187470 0.846249 2.677903 0.78 -0.22 0.14 0.240
H -3.902507 1.532374 4.258166 -0.34 -0.10 0.05 0.276
H -1.814866 0.104265 3.467773 -0.47 -0.79 -0.16 0.021
H -2.056397 -0.565554 5.123596 -0.35 -0.30 -0.14 0.454
H -1.799298 1.121914 4.772230 -0.36 -0.01 0.42 0.525
```
Forces are in eV/Å.

spin multiplicity = 1
charge = 0
total energy = -74387.7189 eV
SMILES = CNC(C)=O.CNC(C)=O.CNC(C)=O.CNC(C)=O.CNC(C)=O.CNC(C)=O.CNC(C)=O.CNC(C)=O.CNC(C)=O.CNC(C)=O.CNC(C)=O